Molecular formula: C3H8N4
Method: DFT, the ωB97M-V functional and the def2-TZVPD basis

Calculated values
Relative energy (zero: lowest compared OMol25 entry of this formula, charge and spin), kJ/mol: 484.1
Net charge: 0
Gap between HOMO and LUMO (alpha / beta), eV: 8.749 / 8.749

Positions of all 15 atoms, in Å:
C 0.4047 -0.7885 0.0911
C 1.4146 -0.5600 -1.1041
C 0.4175 -2.0398 0.8661
N -0.5772 -0.0467 0.3547
N -1.0707 0.9221 -0.4608
N -1.4550 2.6607 1.1949
N -1.4592 2.0534 0.0576
H 1.9414 0.4653 -1.0612
H 0.7617 -0.4141 -1.9835
H 2.0748 -1.4936 -1.1613
H 1.3392 -2.5624 0.7363
H -0.3830 -2.5761 0.3676
H 0.1891 -1.6394 1.9177
H -1.8398 3.5184 0.9682
H -1.7581 2.5007 -0.7833


Molecular formula: C3H8N4
Method: DFT, the ωB97M-V functional and the def2-TZVPD basis

Calculated values
Relative energy (zero: lowest compared OMol25 entry of this formula, charge and spin), kJ/mol: 368.0
Net charge: 0
Gap between HOMO and LUMO, eV: 8.087

Positions of all 15 atoms, in Å:
N -1.1707 -1.9522 -0.1758
C -0.1530 -1.3664 -0.0235
C 0.8296 -0.4374 0.0073
N 1.5096 -0.0863 -1.2222
N 1.3284 0.1170 1.1893
H -1.9124 -1.2450 -0.2642
H 1.9279 -0.8663 -1.6965
H 2.2261 0.6134 -1.0496
H 0.8122 0.2060 1.9979
H 2.3509 0.0026 1.2942
C -1.2650 1.0931 -0.2354
N -2.3051 0.4777 0.1432
H -0.6330 1.8979 0.2483
H -0.8827 1.1204 -1.3065
H -2.6628 0.4252 1.0934


Molecular formula: C3H8N4
Method: DFT, the ωB97M-V functional and the def2-TZVPD basis

Calculated values
Relative energy (zero: lowest compared OMol25 entry of this formula, charge and spin), kJ/mol: 569.0
Net charge: 0
Gap between HOMO and LUMO (alpha / beta), eV: 8.856 / 8.856

Positions of all 15 atoms, in Å:
C -1.0726 -0.0605 0.5410
C -2.3980 -0.2084 -0.3991
C 2.6008 0.2141 0.0728
N -0.4085 -1.4078 0.3193
N 0.7462 -1.2711 0.0192
N -0.2543 0.9649 0.2175
N 1.3240 -0.2405 -0.2704
H -1.2714 -0.1904 1.6795
H -2.8881 -0.9766 -0.0149
H -2.1346 -0.4576 -1.4181
H -2.8286 0.7942 -0.3199
H 3.5387 -0.3157 -0.4942
H 2.6512 1.1589 -0.3920
H 2.7233 0.4470 1.1258
H -0.3282 1.5495 -0.6666


Molecular formula: C3H8N4
Method: DFT, the ωB97M-V functional and the def2-TZVPD basis

Calculated values
Relative energy (zero: lowest compared OMol25 entry of this formula, charge and spin), kJ/mol: 309.4
Net charge: 0
Gap between HOMO and LUMO, eV: 9.424

Positions of all 15 atoms, in Å:
H 2.2242 1.3590 -0.2971
N 1.9584 0.6150 0.3479
C 0.7155 0.4878 0.5305
C 0.0208 -0.8148 0.9200
N 0.3023 -1.9767 0.4830
N 0.8116 -2.1056 -0.7744
N -0.3072 0.9634 -0.3132
C -1.6939 1.2083 0.0173
H -0.5390 -0.7764 1.8427
H 1.2397 -3.0140 -0.8777
H 1.4029 -1.3433 -1.1068
H 0.0494 1.5923 -1.0288
H -1.8060 1.8790 0.8769
H -2.1884 0.2579 0.2321
H -2.1903 1.6681 -0.8522


Molecular formula: C3H8N4O
Method: DFT, the ωB97M-V functional and the def2-TZVPD basis

Calculated values
Relative energy (zero: lowest compared OMol25 entry of this formula, charge and spin), kJ/mol: 551.5
Net charge: 0
Gap between HOMO and LUMO, eV: 9.577

Positions of all 16 atoms, in Å:
H -1.2546 2.6638 -0.0372
N -1.6767 1.7862 -0.0598
C -0.9165 0.7541 -0.0807
N 0.4416 1.0960 -0.0296
O 1.4383 0.2832 0.8226
C 2.1660 -0.2896 -0.3496
C -1.3850 -0.5880 0.0093
N -0.4348 -1.4889 0.0142
N -2.6626 -0.8607 0.1558
H -3.1149 -0.0045 0.1887
H 0.6728 2.0321 0.5455
H 2.8152 -1.3100 0.0184
H 2.9833 0.2647 -0.9110
H 1.2883 -0.5844 -1.0691
H 0.2477 -1.3150 0.7415
H -0.6080 -2.4390 0.0410


Molecular formula: C3H8N4O
Method: DFT, the ωB97M-V functional and the def2-TZVPD basis

Calculated values
Relative energy (zero: lowest compared OMol25 entry of this formula, charge and spin), kJ/mol: 656.2
Net charge: 0
Gap between HOMO and LUMO, eV: 8.731

Positions of all 16 atoms, in Å:
N -2.7344 -0.1669 -0.2803
N -1.5570 -0.8528 -0.1387
C -0.3255 -0.4783 -0.5347
N 0.8512 -1.2673 -0.3738
C 1.7335 -0.4935 0.4318
C 1.5130 0.8187 -0.5177
N 0.1079 0.7745 -0.5942
O -0.6950 1.4217 0.2275
H -3.6327 -0.5269 0.1577
H -2.6601 0.7678 0.1673
H 0.7006 -2.1630 0.0765
H 1.0179 -0.2893 1.4767
H 2.7961 -1.0166 0.5557
H 1.6839 1.9328 -0.1658
H 2.0300 0.6757 -1.5258
H -0.8296 0.8635 1.0377


Molecular formula: C3H8N4O3
Method: DFT, the ωB97M-V functional and the def2-TZVPD basis

Calculated values
Relative energy (zero: lowest compared OMol25 entry of this formula, charge and spin), kJ/mol: 435.5
Net charge: 0
Gap between HOMO and LUMO, eV: 8.782

Positions of all 18 atoms, in Å:
C 0.0838 1.4010 0.3634
C -1.5142 -1.9327 -0.7218
C 2.0278 0.6806 1.5233
N -1.4836 -1.8835 0.5142
N 1.6189 0.2391 -0.7610
N 1.2046 0.7221 0.2811
N -0.7016 1.5913 -0.7795
O -0.2918 1.2844 -1.8712
O -1.8130 2.0819 -0.5209
O -2.5315 -1.6757 -1.4748
H -0.6814 1.6469 1.2296
H -0.6014 -2.3213 -1.1966
H 1.9491 -0.3244 1.9641
H 3.0851 0.8607 1.2417
H 1.7533 1.4529 2.2856
H -2.3717 -1.7301 0.8456
H 2.5124 -0.1800 -0.5620
H -2.2447 -1.9130 -2.3608


Molecular formula: C3H8N4O3
Method: DFT, the ωB97M-V functional and the def2-TZVPD basis

Calculated values
Relative energy (zero: lowest compared OMol25 entry of this formula, charge and spin), kJ/mol: 167.8
Net charge: 0
Gap between HOMO and LUMO, eV: 10.178

Positions of all 18 atoms, in Å:
O 3.2536 0.1792 -2.6356
N 2.1082 0.5100 -2.3405
O 1.4868 1.3105 -2.9853
N 1.5992 -0.0627 -1.2807
C 0.3836 0.2455 -0.8740
N -0.2211 -0.5428 0.0235
C -1.4990 0.0399 0.4395
C -1.7169 1.0778 -0.6258
N -0.4595 1.2331 -1.3062
H 0.2898 -1.1267 0.7080
H -1.4785 0.3761 1.4034
H -2.3041 -0.6772 0.4441
H -2.3677 0.5927 -1.3038
H -2.2783 1.8873 -0.0084
H -0.1685 2.1074 -1.7135
O 3.2024 -1.7801 0.1309
H 2.3942 -2.0822 -0.3611
H 3.7690 -1.2154 -0.4553


Molecular formula: C3H8N4S
Method: DFT, the ωB97M-V functional and the def2-TZVPD basis

Calculated values
Relative energy (zero: lowest compared OMol25 entry of this formula, charge and spin), kJ/mol: 569.8
Net charge: 0
Gap between HOMO and LUMO, eV: 9.098

Positions of all 16 atoms, in Å:
C 0.7608 -1.5630 -0.7452
C 0.4222 0.8418 -0.1181
C -1.5911 -0.8052 1.3624
H 1.2963 -2.5205 -0.0090
H 1.1352 -1.8083 -2.0169
H -0.4666 -1.5950 -0.8195
H 3.2279 0.3486 -0.3335
H 2.8626 -1.1153 0.9963
H 1.7450 1.7227 0.9007
H -0.6984 -0.2321 1.9162
H -2.3556 -1.4186 1.7552
N 1.1717 -0.3208 -0.1981
N 2.4408 -0.2772 0.4416
N 0.7574 1.9339 0.4656
N -2.0420 -0.5360 0.1810
S -1.2871 0.6361 -0.7259


Molecular formula: C3H8N4S
Method: DFT, the ωB97M-V functional and the def2-TZVPD basis

Calculated values
Relative energy (zero: lowest compared OMol25 entry of this formula, charge and spin), kJ/mol: 212.4
Net charge: 0
Gap between HOMO and LUMO, eV: 9.546

Positions of all 16 atoms, in Å:
H 1.1141 2.3136 0.7028
N 0.1158 2.3366 0.3640
C -0.1196 1.2492 -0.2556
S -1.7435 1.0733 -1.0207
N -2.5814 -0.0480 -0.0560
C -2.1370 -0.4599 1.0489
N 0.8033 0.2208 -0.4810
C 0.4669 -1.1222 -0.9198
N 2.0168 0.3653 0.1804
H -1.1915 -0.1769 1.4919
H -2.7683 -1.1813 1.6341
H 0.3652 -1.8109 -0.0686
H 1.2617 -1.5158 -1.5708
H -0.4628 -1.1577 -1.4782
H 2.7845 0.2231 -0.4813
H 2.0757 -0.3092 0.9101


In the order shown, the computed E_tot values come out to -337.9694 -338.0136 -337.9371 -338.0360 -413.2060 -413.1661 -563.6222 -563.7242 -736.1011 -736.2372 Eh.